{
  "formula": "C14H15Cl2IrN3O5",
  "method": "ωB97M-V/def2-TZVPD",
  "species": ["Ir", "O", "C", "C", "N", "C", "C", "O", "O", "C", "C", "O", "O", "H", "H", "H", "H", "H", "H", "H", "H", "H", "Cl", "C", "C", "C", "C", "C", "Cl", "C", "N", "H", "H", "H", "C", "C", "N", "H", "H", "H"],
  "xyz": [[0.71161, -0.62890, 0.46537], [0.31044, 1.05122, 1.85010], [0.30648, 2.42252, 1.51016], [-0.85834, 2.91515, 0.64236], [-2.36687, 0.81543, 1.06817], [-3.05962, -0.20862, 1.84250], [-2.68722, 0.05824, 3.33119], [-3.50807, -0.31536, 4.16843], [-1.54918, 0.58031, 3.53387], [-1.05396, 2.18451, -0.65830], [-5.15147, -0.07629, -1.95794], [-5.20474, 0.00604, -3.07847], [-0.97096, -0.39986, -0.81507], [-0.44904, 0.77241, 2.50831], [1.24644, 2.60360, 0.98198], [0.31729, 3.01277, 2.43173], [-0.67987, 3.96665, 0.39320], [-1.78540, 2.87364, 1.21657], [-2.68772, -1.20865, 1.59443], [-4.14285, -0.18419, 1.72238], [-0.15961, 1.72633, -1.09956], [-1.62690, 2.73025, -1.40602], [-2.05623, 0.61674, -0.41080], [1.14312, -0.03255, -2.40715], [1.21361, 0.22133, -3.78997], [1.41547, -0.76018, -4.75236], [1.62220, -2.08751, -4.37704], [1.63899, -2.38180, -3.03207], [1.94920, -4.04388, -2.55266], [1.38839, -1.39139, -2.06291], [1.49659, -1.73935, -0.72267], [1.06887, 1.24029, -4.14981], [1.40935, -0.50793, -5.80973], [1.77663, -2.86986, -5.10826], [3.82985, -1.98372, 3.48004], [2.85084, -1.50251, 2.51850], [2.07310, -1.14481, 1.76009], [3.42329, -1.90920, 4.48758], [4.74368, -1.39497, 3.41677], [4.06260, -3.02590, 3.26711]],
  "homo_energy_ev": [-3.5, -3.5],
  "charge": -1,
  "gap_ev": [5.9, 5.9],
  "lumo_ha": [0.0879, 0.0879],
  "relative_energy_kj_mol": 873.12,
  "energy_ha": -2107.33017
}

{
  "formula": "C18H29NO6",
  "method": "ωB97M-V/def2-TZVPD",
  "species": ["C", "O", "C", "C", "C", "C", "C", "C", "C", "C", "C", "C", "C", "C", "O", "C", "O", "O", "C", "O", "H", "H", "H", "H", "H", "H", "H", "H", "H", "H", "H", "H", "H", "H", "H", "H", "H", "H", "H", "H", "H", "H", "C", "N", "C", "C", "O", "H", "H", "H", "H", "H", "H", "H"],
  "xyz": [[0.97750, -1.71024, 0.40949], [2.45723, -1.68821, 0.46108], [3.00992, -0.97001, -0.73161], [3.25052, 0.63689, -0.33796], [2.38151, 1.63977, -1.30397], [2.80804, 3.22032, -1.22439], [1.86144, 4.15071, -0.26180], [1.97942, 3.83875, 1.34315], [0.45168, 3.69664, 2.00922], [0.08095, 2.09966, 1.97293], [-1.49239, 1.75731, 1.66381], [-2.25376, 1.57692, 0.39517], [-1.58720, 1.70531, -1.11773], [-2.59569, 2.34804, -2.24061], [-3.91860, 2.17139, -2.31802], [-3.77769, 1.19962, 0.86663], [-4.84891, 0.75485, 0.20511], [-4.01226, 1.32938, 2.34275], [-2.61309, 1.48904, 2.86091], [-2.40082, 1.38478, 4.17524], [0.62485, -2.75746, -0.01321], [0.55944, -1.58756, 1.51647], [0.51403, -0.85785, -0.25788], [2.34264, -1.11309, -1.68218], [4.04474, -1.51157, -0.97261], [2.91555, 0.71547, 0.80053], [4.40793, 0.81013, -0.44656], [1.24918, 1.41621, -1.11213], [2.59635, 1.28765, -2.42388], [3.97002, 3.32426, -0.99351], [2.68073, 3.65342, -2.32957], [0.72512, 4.14036, -0.54097], [2.22606, 5.27547, -0.42806], [2.50497, 2.79557, 1.57802], [2.63863, 4.64406, 1.92704], [0.57611, 4.04019, 3.14041], [-0.33492, 4.39823, 1.49836], [0.32852, 1.60349, 3.02994], [0.72104, 1.61280, 1.11805], [-1.29890, 0.62630, -1.47486], [-0.67458, 2.43721, -1.01623], [-2.08843, 3.00272, -3.09966], [-2.93068, -6.38668, 0.16232], [-2.57646, -5.13491, -0.46425], [-1.40239, -4.80201, -1.07568], [-0.31596, -5.83874, -1.12538], [-1.26250, -3.68229, -1.56320], [-3.81465, -6.78103, -0.34444], [-3.17510, -6.18515, 1.20791], [-2.12556, -7.12160, 0.11268], [-3.25999, -4.38809, -0.46922], [0.55758, -5.43085, -1.64178], [-0.01839, -6.11752, -0.11079], [-0.66281, -6.71803, -1.67507]],
  "smiles": "COCCCCCCCCC1=C(CC=O)C(=O)OC1=O.CNC(C)=O",
  "homo_energy_ev": -9.6,
  "charge": 0,
  "gap_ev": 8.3,
  "lumo_ha": -0.0474,
  "relative_energy_kj_mol": 940.98,
  "energy_ha": -1209.10911
}

{
  "formula": "C3H7N3OS",
  "method": "ωB97M-V/def2-TZVPD",
  "species": ["H", "N", "C", "N", "S", "C", "C", "O", "N", "H", "H", "H", "H", "H", "H"],
  "xyz": [[-0.20223, 3.32988, 0.35835], [0.08883, 2.34125, 0.29747], [-0.88977, 1.60077, -0.00941], [-0.76023, 0.18987, -0.09041], [-2.12360, -0.84412, -0.23831], [0.48421, -0.47743, 0.07883], [1.76173, 0.34155, -0.16947], [2.90748, -0.54810, -0.22527], [0.53375, -1.65650, 0.59828], [1.49085, -1.93420, 0.82249], [-1.96821, 1.91261, -0.20609], [-2.23906, -1.23369, 1.04720], [1.72049, 0.96392, -1.05570], [1.95582, 0.96211, 0.67764], [2.78670, -1.02162, -1.06588]],
  "smiles": "[H]/N=C/N(S)/C(CO)=N/[H]",
  "homo_energy_ev": -9.4,
  "charge": 0,
  "gap_ev": 10.1,
  "lumo_ha": 0.0253,
  "relative_energy_kj_mol": 197.50,
  "energy_ha": -756.15909
}

{
  "formula": "C4H7N3S",
  "method": "ωB97M-V/def2-TZVPD",
  "species": ["H", "N", "C", "C", "N", "S", "C", "C", "N", "H", "H", "H", "H", "H", "H"],
  "xyz": [[2.37190, 2.59235, 0.04256], [1.48705, 2.54333, -0.60259], [0.83643, 1.50934, -0.37781], [-0.40782, 1.04322, -1.12543], [-0.56995, -0.28473, -0.48775], [-1.62091, -1.42906, -1.07459], [0.34496, -0.45206, 0.52808], [0.14872, -1.68799, 1.36808], [1.27818, 0.52375, 0.56448], [-1.38224, 1.62373, -0.90155], [-0.13876, 0.93931, -2.16002], [-2.82769, -0.80932, -0.58352], [-0.80806, -1.60378, 1.95068], [1.03324, -1.77187, 2.03466], [0.25494, -2.73621, 0.82471]],
  "smiles": "[H]/N=C1/CN(S)C(C)=N1",
  "homo_energy_ev": -8.8,
  "charge": 0,
  "gap_ev": 9.2,
  "lumo_ha": 0.0140,
  "relative_energy_kj_mol": 206.19,
  "energy_ha": -719.02405
}

{
  "formula": "C3H10NP2",
  "method": "ωB97M-V/def2-TZVPD",
  "species": ["C", "P", "C", "C", "N", "P", "H", "H", "H", "H", "H", "H", "H", "H", "H", "H"],
  "xyz": [[1.07406, -1.46840, -0.21333], [0.10506, 0.09090, -0.20792], [0.97736, 1.49097, 0.74377], [-1.53593, 0.01669, 0.58744], [-0.13500, 0.64835, -1.66504], [0.17814, 0.15066, -3.25176], [0.81340, -2.28678, 0.52353], [2.15776, -1.17647, -0.05437], [0.97370, -1.78083, -1.27670], [0.42470, 2.39413, 0.49096], [1.93014, 1.63029, 0.33145], [0.87946, 1.46585, 1.85265], [-1.17655, -0.31863, 1.62269], [-2.27029, -0.71359, 0.19352], [-1.90979, 0.96860, 0.61661], [-0.15635, 1.43278, -3.59492]],
  "smiles": "CP(C)(C)=[N+]=P",
  "homo_energy_ev": -14.2,
  "charge": 1,
  "gap_ev": 8.3,
  "lumo_ha": -0.2179,
  "relative_energy_kj_mol": 0.00,
  "energy_ha": -857.47868
}